(1)
# C5H9N

A structure of composition C5H9N at a distorted geometry (ωB97M-V/def2-TZVPD, OMol25).

Structure (XYZ):
```
15
Properties=species:S:1:pos:R:3:forces:R:3:nbo_charge:R:1
C -0.1444 -1.0303 1.2359 3.6 0.3 -3.2 -0.163
C 1.5446 0.8089 0.1251 0.0 -0.1 -0.1 -0.414
N 1.2184 -0.5968 0.2894 -0.1 0.1 2.1 -0.628
C -0.5563 -1.0133 -0.1722 -4.6 -0.4 0.1 -0.193
C -1.9387 0.9677 -1.0654 -0.3 0.3 -0.4 -0.504
C -1.5790 -0.1732 -0.5337 1.2 -0.4 0.4 -0.124
H 1.7741 -1.2520 -0.2551 -0.4 -0.1 0.8 0.396
H -0.4593 -0.1850 1.8435 0.3 -0.2 0.0 0.226
H 0.0066 -2.0113 1.6818 0.0 0.4 0.2 0.216
H -0.4961 -1.9564 -0.7108 0.2 0.0 0.1 0.222
H 2.5921 0.9880 0.3794 0.0 0.1 0.1 0.194
H 1.3702 1.1366 -0.9055 0.0 0.0 0.0 0.192
H 0.9145 1.4348 0.7586 0.1 -0.2 0.0 0.209
H -2.9034 1.4130 -0.8402 -0.2 -0.2 -0.5 0.193
H -1.3434 1.4693 -1.8309 0.2 0.4 0.5 0.179
```
Positions in Å, forces in eV/Å.

(2)
# C5H9N

The molecule C5H9N at a distorted geometry (ωB97M-V/def2-TZVPD, OMol25).

Structure (XYZ):
```
15
Properties=species:S:1:pos:R:3:forces:R:3:nbo_charge:R:1
C -0.4643 1.3859 2.4431 -4.6 -2.2 -1.1 -0.393
C -0.5468 0.7771 1.2392 3.1 1.1 4.1 -0.192
C 0.6304 0.7415 0.3715 0.9 -0.6 -2.3 -0.254
N 0.7948 -0.4776 -0.5358 0.4 2.1 1.2 -0.632
C 0.0951 -0.6201 -1.7616 -1.1 -1.0 3.0 -0.009
C -0.0502 -1.8463 -2.2728 -2.2 1.1 -2.5 -0.501
H -1.4099 1.3118 3.0836 1.6 0.4 -0.7 0.197
H 0.3754 1.8347 2.8100 2.0 1.3 0.8 0.186
H -1.3178 0.1472 1.0640 -2.7 -1.5 -1.0 0.203
H 0.2428 1.4102 -0.3649 0.8 1.4 -0.9 0.207
H 1.5961 1.1457 0.8900 -1.7 -0.9 -1.2 0.208
H 1.1903 -1.2705 -0.0588 -0.2 -0.3 -0.5 0.379
H -0.6953 0.1518 -1.9293 1.3 -0.3 -0.4 0.202
H 0.3997 -2.7177 -1.8861 0.7 -0.7 0.3 0.194
H -0.8403 -1.9738 -3.0921 1.5 0.1 1.2 0.203
```
Positions in Å, forces in eV/Å.

Summary:
SMILES string ... C=CCNC=C

Asked for frontier orbital gap across the records above, the calculation gives 7.60, 9.13 eV in order.
Asked for relative energy (zero: lowest compared OMol25 entry of this formula, charge and spin) across the records above, the calculation gives 504.2, 284.9 kJ/mol in order.
Asked for HOMO level across the records above, the calculation gives -6.682, -7.930 eV in order.